# C5H13NO

A gas-phase ion, C5H13NO (charge +1) in a non-equilibrium geometry (ωB97M-V/def2-TZVPD, the OMol25 dataset).

Geometry as XYZ:
```
20
C5H13NO ωB97M-V/def2-TZVPD
O 2.4988 0.0145 -0.1641
N 0.4025 -1.2298 -1.1175
C 0.1753 0.1082 -0.5481
C -1.6239 -0.9055 0.8936
C 1.2868 0.2414 0.5229
C -1.5704 1.6740 0.3730
C -1.2643 0.2590 -0.0639
H -0.8100 -1.0298 1.6043
H -0.2991 -1.4306 -1.8362
H 1.1563 -0.4835 1.3155
H -1.4299 1.8547 1.4411
H -1.0530 2.3508 -0.3121
H 3.1331 -0.6008 0.2068
H -1.9292 0.0399 -0.9239
H -2.5841 -0.7673 1.3842
H 1.3508 1.2522 0.9271
H -1.7183 -1.8113 0.2932
H 1.3491 -1.2189 -1.5278
H 0.5484 0.7764 -1.3474
H -2.6162 1.9804 0.2540
```

Computed properties:
Energy above the lowest of the compared OMol25 structures with the same formula, charge and spin: 41.2 kcal/mol
HOMO energy (alpha / beta): -15.295 / -15.258 eV
E: -327.94969 hartree
Gap between HOMO and LUMO (alpha / beta): 12.10 / 6.54 eV
Total charge: +1
2S+1: 2

Atom charges from the Löwdin analysis, given in e for atoms 1 to 2:
1. O -0.0365
2. N 0.3302

=====

# C5H13NO2

A molecular structure, C5H13NO2 in a non-equilibrium geometry (ωB97M-V/def2-TZVPD, the OMol25 dataset).

Geometry as XYZ:
```
21
C5H13NO2 ωB97M-V/def2-TZVPD
O -1.1252 1.2759 -3.5429
O 0.7766 -0.1347 -3.2221
N 0.0826 -1.5051 -0.7321
C 0.0721 0.2817 2.4645
C 0.4223 -0.4529 1.3903
C 0.5843 -0.0461 3.8413
C -1.0451 0.5683 -0.4933
C -0.0789 -0.4482 0.0688
H -0.5897 1.1149 2.2368
H 1.0952 -1.2923 1.5714
H 0.6625 -1.1327 3.7542
H 0.1984 -1.1818 -1.7048
H -1.9876 0.0072 -0.4355
H 1.4803 -0.1847 -3.8613
H -1.2071 1.4707 -4.4800
H 0.9341 -2.0109 -0.5105
H 1.6098 0.3522 3.7975
H 0.0700 0.5103 4.6107
H -0.1829 0.5166 -3.4199
H -1.0555 1.4367 0.1737
H -0.7162 0.8548 -1.5068
```

Computed properties:
Energy above the lowest of the compared OMol25 structures with the same formula, charge and spin: 92.2 kcal/mol
HOMO energy: -7.515 eV
E: -403.42969 hartree
Gap between HOMO and LUMO: 5.89 eV

Atom charges from the Löwdin analysis, given in e for atoms 1 to 2:
1. O -0.3275
2. O -0.2749

=====

# C5H13NO2

3 unconnected molecules or ions with the total composition C5H13NO2 in a non-equilibrium geometry (ωB97M-V/def2-TZVPD, the OMol25 dataset).

Geometry as XYZ:
```
21
C5H13NO2 ωB97M-V/def2-TZVPD
O 4.3468 -2.4843 4.6117
O -5.7482 0.3357 -2.8102
N -2.0543 -0.4962 1.3074
C -0.7601 -0.4055 0.7598
C 2.5873 1.6560 -2.2110
C -0.3858 0.3535 -0.2687
C 1.4282 1.1075 -1.8630
C 1.0533 0.7075 -0.4704
H 2.8728 2.1450 -3.1320
H 1.5444 -0.1154 0.0727
H 0.6925 0.9734 -2.6494
H -5.5266 1.2367 -3.0363
H -2.4106 -1.4386 1.4365
H 3.4241 1.6474 -1.5157
H 1.3354 1.4841 0.2557
H -2.7783 -0.0205 0.7763
H 0.0006 -0.8864 1.3668
H 4.0261 -3.1529 5.2210
H -1.1492 0.8557 -0.8572
H -5.3335 0.4067 -1.9588
H 5.3039 -2.5436 4.7707
```

Computed properties:
Energy above the lowest of the compared OMol25 structures with the same formula, charge and spin: 68.9 kcal/mol
SMILES: C=CC/C=C/N.O.O
HOMO energy: -8.243 eV
E: -403.46676 hartree
Gap between HOMO and LUMO: 8.77 eV

Atom charges from the Löwdin analysis, given in e for atoms 1 to 2:
1. O -0.0658
2. O -0.0436

=====

# C5H13NO2

2 unconnected molecules or ions with the total composition C5H13NO2 in a non-equilibrium geometry (ωB97M-V/def2-TZVPD, the OMol25 dataset).

Geometry as XYZ:
```
21
C5H13NO2 ωB97M-V/def2-TZVPD
O 0.9372 1.7888 2.1491
O -1.6449 -3.8110 0.2956
N 0.4494 0.2792 0.5585
C 1.4076 2.5596 0.0152
C -0.0721 -0.8139 1.4371
C 0.3118 0.0251 -0.8653
C -1.0501 0.3262 -1.3910
C 0.9453 1.4770 0.9509
H -1.1068 -0.5885 1.7459
H 2.3700 2.2272 -0.4089
H -1.3027 1.3702 -1.1404
H -1.8135 -0.3363 -0.9494
H -1.0766 0.2114 -2.4877
H 1.0593 0.6229 -1.4214
H 0.5284 -1.0441 -1.0536
H 1.5792 3.4801 0.5981
H 0.7190 2.7920 -0.8146
H -0.0710 -1.7648 0.8782
H -1.9231 -4.4293 -0.4176
H 0.5462 -0.9370 2.3422
H -0.7926 -3.4347 -0.0209
```

Computed properties:
Energy above the lowest of the compared OMol25 structures with the same formula, charge and spin: 24.2 kcal/mol
SMILES: CCN(C)C(C)=O.O
HOMO energy: -9.152 eV
E: -403.53799 hartree
Gap between HOMO and LUMO: 9.65 eV

Atom charges from the Löwdin analysis, given in e for atoms 1 to 2:
1. O 0.0137
2. O -0.0861

=====

# C5H13NO2

A molecular structure, C5H13NO2 in a non-equilibrium geometry (ωB97M-V/def2-TZVPD, the OMol25 dataset).

Geometry as XYZ:
```
21
C5H13NO2 ωB97M-V/def2-TZVPD
O 3.6238 -1.0351 0.1620
O 1.2596 -2.1783 -0.7398
N -0.9256 -1.1596 -0.4777
C -2.9246 0.2979 -0.3468
C 1.1358 1.5317 1.2022
C 0.6504 -1.0782 -0.7344
C -0.0463 -0.5961 0.5017
C -1.6440 -0.0262 -1.1144
H -1.0623 0.9039 -1.0473
H 2.8457 -1.5197 -0.1729
H 0.1582 -1.1773 1.3968
H -2.7210 0.1034 0.7089
H 0.9009 -0.4185 -1.5692
H -3.7248 -0.3971 -0.5925
H -3.1691 1.3553 -0.4311
H 0.3133 0.7313 0.6842
H 0.6479 2.4954 1.0606
H 1.1823 1.3706 2.2725
H 3.1666 -0.4186 0.7430
H -1.7387 -0.1891 -2.1848
H 2.0720 1.4041 0.6791
```

Computed properties:
Energy above the lowest of the compared OMol25 structures with the same formula, charge and spin: 173.3 kcal/mol
HOMO energy: -8.599 eV
E: -403.30040 hartree
Gap between HOMO and LUMO: 6.20 eV

Atom charges from the Löwdin analysis, given in e for atoms 1 to 2:
1. O -0.0707
2. O -0.0414

=====

# C5H13NO2

2 unconnected molecules or ions with the total composition C5H13NO2 in a non-equilibrium geometry (ωB97M-V/def2-TZVPD, the OMol25 dataset).

Geometry as XYZ:
```
21
C5H13NO2 ωB97M-V/def2-TZVPD
O -0.7554 -1.1648 2.1319
O 0.5093 0.4544 -1.7687
N -1.7740 -1.0133 -0.5346
C -0.2378 -1.7567 1.2010
C -0.8179 -2.0478 -0.1702
C 0.7028 1.8376 -1.4376
C 1.7013 1.3068 0.8407
C 0.6222 2.1210 0.0713
H 1.5199 0.1988 0.8407
H 0.0497 -2.1057 -0.8407
H 0.8415 3.2126 0.2213
H -0.4043 1.9791 0.4133
H -0.3696 0.2079 -1.4069
H 1.7027 2.1354 -1.8335
H 0.7989 -2.2430 1.3356
H -2.2335 -0.5811 0.2893
H 2.6259 1.4727 0.2482
H -1.3015 -3.0891 -0.0999
H -0.0589 2.4289 -1.9855
H -2.4351 -1.2969 -1.2383
H 1.8266 1.6913 1.8621
```

Computed properties:
Energy above the lowest of the compared OMol25 structures with the same formula, charge and spin: 41.8 kcal/mol
SMILES: NCC=O.CCCO
HOMO energy: -9.829 eV
E: -403.51002 hartree
Gap between HOMO and LUMO: 10.58 eV

Atom charges from the Löwdin analysis, given in e for atoms 1 to 2:
1. O 0.0374
2. O -0.1152

=====

# C5H13NO2

3 unconnected molecules or ions with the total composition C5H13NO2 in a non-equilibrium geometry (ωB97M-V/def2-TZVPD, the OMol25 dataset).

Geometry as XYZ:
```
21
C5H13NO2 ωB97M-V/def2-TZVPD
O 2.3162 -0.6618 -0.6084
O 1.9821 -0.1051 2.2836
N 0.2481 0.3663 -2.1366
C -0.2349 1.6464 0.3188
C -1.0082 0.4187 -0.1105
C -2.3794 -1.5171 0.8520
C -1.7436 -0.3387 0.9505
C -0.8066 -0.1700 -1.2996
H -2.9024 -1.7444 1.7694
H -0.0018 1.3177 -2.3609
H -2.3791 -2.0899 -0.0661
H 3.0622 -0.8676 -1.1827
H 1.8881 -0.1357 1.3270
H -0.7605 2.6111 0.2091
H -0.0236 1.6818 1.3982
H 2.7445 -0.5190 2.6746
H 1.5814 -0.5570 -1.2700
H -1.1045 -1.1893 -1.5065
H -1.6607 0.2054 1.8955
H 0.4639 -0.1802 -2.9600
H 0.7188 1.8285 -0.1776
```

Computed properties:
Energy above the lowest of the compared OMol25 structures with the same formula, charge and spin: 58.9 kcal/mol
SMILES: C=C/C(C)=C/N.O.O
HOMO energy: -8.053 eV
E: -403.48281 hartree
Gap between HOMO and LUMO: 8.68 eV

Atom charges from the Löwdin analysis, given in e for atoms 1 to 2:
1. O -0.0794
2. O -0.0672

=====

# C5H13NO2

2 unconnected molecules or ions with the total composition C5H13NO2 in a non-equilibrium geometry (ωB97M-V/def2-TZVPD, the OMol25 dataset).

Geometry as XYZ:
```
21
C5H13NO2 ωB97M-V/def2-TZVPD
O 1.6154 0.1744 -1.7090
O 1.5168 -2.6590 -1.3055
N 0.4133 1.8458 -2.6823
C 0.2537 1.5050 -0.2732
C -1.1906 0.1458 1.3221
C -1.2610 -1.1160 2.2090
C 0.8614 1.1125 -1.6211
C 0.1947 0.3269 0.7040
H 0.8637 -3.1225 -0.7712
H -2.0393 -1.7972 1.8560
H 0.4135 -0.6074 0.1815
H 1.0207 2.1960 0.1022
H -1.5413 1.0427 1.8381
H 2.3157 -2.8037 -0.7889
H -1.5263 -0.9160 3.2412
H -0.4027 2.4250 -2.5997
H -0.6655 2.0835 -0.3050
H -1.9703 0.0233 0.5623
H 0.9127 0.4058 1.5144
H 0.5811 1.4614 -3.6005
H -0.3657 -1.7262 2.1255
```

Computed properties:
Energy above the lowest of the compared OMol25 structures with the same formula, charge and spin: 17.6 kcal/mol
SMILES: CCCCC(N)=O.O
HOMO energy: -9.580 eV
E: -403.54851 hartree
Gap between HOMO and LUMO: 10.47 eV

Atom charges from the Löwdin analysis, given in e for atoms 1 to 2:
1. O 0.0581
2. O -0.0568

=====

# C5H13NO2

C5H13NO2 in the gas phase in a non-equilibrium geometry (ωB97M-V/def2-TZVPD, the OMol25 dataset).

Geometry as XYZ:
```
21
C5H13NO2 ωB97M-V/def2-TZVPD
O 1.0622 -0.4079 3.9620
O -0.2452 -0.1582 -3.9374
N -0.9410 0.2248 -0.3054
C -0.7529 0.5160 -2.7632
C 0.4462 -0.4490 1.5807
C 0.3926 0.3700 0.2727
C -1.1048 -0.4112 -1.5768
C 1.0775 0.3557 2.7894
H -2.0832 -0.8346 -1.8058
H 0.9748 -1.3943 1.5989
H -1.6110 1.1281 -3.0537
H 1.1053 -0.0254 -0.4548
H 0.6476 1.4053 0.5041
H -0.3632 -1.2051 -1.7352
H 0.5594 1.2799 3.0313
H -0.2481 -1.1131 -3.7929
H 0.1041 1.1546 -2.5639
H 1.8652 -0.9157 4.1080
H -1.4967 1.0667 -0.2641
H -0.5828 -0.4588 1.9373
H 2.0380 0.5506 2.2922
```

Computed properties:
Energy above the lowest of the compared OMol25 structures with the same formula, charge and spin: 64.3 kcal/mol
SMILES: OCCCNCCO
HOMO energy: -8.642 eV
E: -403.47409 hartree
Gap between HOMO and LUMO: 9.54 eV

Atom charges from the Löwdin analysis, given in e for atoms 1 to 2:
1. O -0.0619
2. O -0.0947

=====

# C5H13NO2

C5H13NO2 in the gas phase in a non-equilibrium geometry (ωB97M-V/def2-TZVPD, the OMol25 dataset).

Geometry as XYZ:
```
21
C5H13NO2 ωB97M-V/def2-TZVPD
O -1.1257 0.7255 3.0019
O -0.4962 -1.9413 -2.5767
N 0.6659 0.4871 -1.1984
C -0.2299 0.4424 1.8578
C -0.3119 -1.8244 -1.1621
C -0.1436 1.6768 0.9972
C 0.8783 1.4760 -0.1449
C 0.8749 -0.9247 -0.8396
H 1.8393 1.2874 0.3399
H 0.3027 -2.3047 -2.9701
H -1.9812 0.5956 2.5782
H 1.4537 -1.1189 0.0521
H -0.0558 -2.7913 -0.7202
H -0.3150 0.5685 -1.4607
H 0.7230 0.3916 2.3967
H 1.6122 -1.2800 -1.5883
H -0.3801 -0.5640 1.4846
H -1.2740 -1.3750 -0.9195
H 0.0894 2.6146 1.4939
H 0.9588 2.4125 -0.6756
H -1.1177 1.9022 0.5339
```

Computed properties:
Energy above the lowest of the compared OMol25 structures with the same formula, charge and spin: 60.5 kcal/mol
SMILES: OCCCNCCO
HOMO energy: -8.825 eV
E: -403.48016 hartree
Gap between HOMO and LUMO: 9.66 eV

Atom charges from the Löwdin analysis, given in e for atoms 1 to 2:
1. O -0.0914
2. O -0.0780

=====

# C5H13NO2

3 unconnected molecules or ions with the total composition C5H13NO2 in a non-equilibrium geometry (ωB97M-V/def2-TZVPD, the OMol25 dataset).

Geometry as XYZ:
```
21
C5H13NO2 ωB97M-V/def2-TZVPD
O 3.2957 1.0573 1.7437
O 3.2845 -0.1062 -0.6268
N 0.4345 -1.3663 0.4240
C -4.1129 0.1924 -0.2890
C -1.7477 -0.5704 0.0443
C -0.3635 -0.4268 -0.1051
C 0.2781 0.5874 -0.9939
C -2.6597 0.3170 -0.4191
H 0.4714 -1.2947 1.4435
H -0.4176 0.9716 -1.7366
H -2.1581 -1.3858 0.6329
H 3.9422 1.7337 1.5223
H -2.3485 1.1298 -1.0725
H -4.5339 -0.2875 -1.1738
H 3.2429 0.4959 0.9619
H -4.6224 1.1354 -0.1034
H 3.3327 -0.8267 -1.2859
H 1.3905 -1.1981 0.1167
H 0.4816 1.4048 -0.3008
H -4.3875 -0.4743 0.5341
H 1.0966 0.1804 -1.5797
```

Computed properties:
Energy above the lowest of the compared OMol25 structures with the same formula, charge and spin: 49.3 kcal/mol
HOMO energy (alpha / beta): -14.164 / -14.113 eV
E: -403.16520 hartree
Gap between HOMO and LUMO (alpha / beta): 8.62 / 7.44 eV
Total charge: +1
2S+1: 2

Atom charges from the Löwdin analysis, given in e for atoms 1 to 2:
1. O -0.0655
2. O 0.0440

=====

# C5H13NO2P

2 unconnected molecules or ions with the total composition C5H13NO2P in a non-equilibrium geometry (ωB97M-V/def2-TZVPD, the OMol25 dataset).

Geometry as XYZ:
```
22
C5H13NO2P ωB97M-V/def2-TZVPD
P 2.2703 0.1452 -0.0250
O 2.8585 0.3977 -1.3565
O 2.8174 -1.0573 0.7197
N 2.3600 1.4693 1.0001
C -0.2116 -0.3502 -0.2057
C -2.5213 0.8046 0.1767
C -0.3239 -1.5622 0.7109
C -0.3045 -0.7366 -1.6829
C -0.9495 0.9113 0.0580
H -0.6137 1.2142 1.0520
H 0.7300 -1.8126 0.8931
H -0.5967 1.6149 -0.6759
H 3.3637 1.8876 0.8349
H -0.0040 0.0554 -2.2112
H -2.7625 -0.2419 0.5750
H 0.2795 -1.6109 -1.9032
H -2.9942 1.4744 0.7771
H -1.4209 -0.8488 -1.8856
H 2.4369 1.0341 1.8483
H -0.7375 -1.2764 1.6530
H -0.6701 -2.5127 0.4381
H -3.0060 1.0008 -0.7909
```

Computed properties:
Energy above the lowest of the compared OMol25 structures with the same formula, charge and spin: 63.9 kcal/mol
HOMO energy: -3.332 eV
E: -744.94898 hartree
Gap between HOMO and LUMO: 7.01 eV
Total charge: -1

Atom charges from the Löwdin analysis, given in e for atoms 1 to 2:
1. P 0.3396
2. O -0.4115